# 1
40
Properties=species:S:1:pos:R:3 method="wB97M-V/def2-TZVPD" de_lowest_kcal_mol=0.0 fmax_ev_per_a=5.38 energy_ha=-766.52997 homo_lumo_gap_ev=7.3135
Al 0.49091 0.56215 0.68610
B 0.47790 2.84875 -0.27448
H -0.47802 2.39999 -0.05294
H 0.96412 2.24639 -1.02614
H 0.47538 3.88812 -0.56423
H 1.00481 2.81601 0.66655
B -1.11333 1.85475 1.84090
H -0.33112 2.59261 1.75175
H -1.95725 2.46672 2.11940
H -1.36460 1.32077 0.93759
H -0.87806 1.13831 2.61264
B 2.19388 -1.02863 1.17278
H 1.39774 -1.68033 1.49789
H 2.05104 -0.93895 0.10705
H 2.09364 -0.06913 1.65604
H 3.13712 -1.51222 1.37447
C -2.66580 -0.36418 2.41875
O -1.51236 -0.87825 1.73005
C -1.91605 -1.68902 0.62157
C -0.68516 -2.41002 0.13369
N 0.25901 -1.52037 -0.53123
C -0.14068 -1.28152 -1.90047
C 0.94865 -0.41800 -2.57043
O 1.10474 0.82711 -1.87947
C 2.23140 1.39065 -2.56736
H -2.46180 0.19183 3.33382
H -3.27964 -1.13699 2.88143
H -3.46330 0.08782 1.82902
H -2.50886 -1.23768 -0.17402
H -2.49544 -2.51324 1.03761
H -0.98761 -3.21557 -0.53542
H -0.35738 -3.05434 0.94948
H 1.16567 -1.94483 -0.39743
H -1.14706 -0.86358 -1.92513
H -0.33814 -2.26393 -2.32938
H 0.66787 -0.43894 -3.62343
H 1.86371 -1.00838 -2.52341
H 2.21129 2.48022 -2.58984
H 2.10025 1.22820 -3.63719
H 3.24252 1.12769 -2.25657

---

# 2
43
Properties=species:S:1:pos:R:3 method="wB97M-V/def2-TZVPD" charge=-1 de_lowest_kcal_mol=32.2 fmax_ev_per_a=4.63 energy_ha=-1225.01805 homo_lumo_gap_ev=6.3695
C 0.38454 -1.93804 1.56632
C 1.23766 -0.75161 1.99657
S 0.41040 0.47900 3.15066
C -1.11569 -1.67595 1.39019
N -1.66337 -2.05872 0.08234
C -1.40656 -1.04583 -0.96981
C -1.03064 -1.58310 -2.32508
C -0.26540 -0.67668 -3.23831
H 0.66429 -2.34884 0.58675
H 0.56912 -2.71458 2.29602
H 2.07309 -1.01384 2.61036
H 1.56323 -0.12239 1.13624
H -1.28823 -0.63411 1.65617
H -1.72602 -2.12605 2.18846
H -1.26828 -2.93571 -0.22063
H -2.34344 -0.52161 -0.94472
H -0.64410 -0.31976 -0.67730
H -0.53855 -2.57098 -2.13375
H -1.83922 -2.08992 -2.83829
H 0.66974 -0.28350 -2.86268
H -0.02634 -1.09714 -4.16921
H -0.87098 0.23879 -3.40557
H -0.93721 2.86125 1.54878
H 0.20548 2.95029 2.53704
O -0.16447 3.36998 1.70185
H -2.89985 1.19884 0.53475
H -2.93909 2.22721 1.52993
O -2.82443 2.11929 0.60321
H 1.56934 -1.28578 -1.21234
H 2.89607 -1.73674 -0.51420
O 2.34383 -1.78148 -1.37918
H -3.90114 -1.15003 -0.51372
H -3.53102 -1.06780 0.88260
O -4.08054 -0.63462 0.20039
H 3.22530 1.45009 0.05252
H 3.80865 -0.01496 0.08800
O 3.71127 0.80447 -0.44739
H 3.28538 0.92786 -2.41474
H 1.94328 1.33464 -2.46571
O 2.73962 1.32248 -3.08379
H -0.32567 1.63903 -1.28813
H 0.72778 2.77476 -1.02284
O 0.50073 2.01060 -1.61455

---

# 3
43
Properties=species:S:1:pos:R:3 method="wB97M-V/def2-TZVPD" charge=-1 de_lowest_kcal_mol=96.1 fmax_ev_per_a=7.53 energy_ha=-902.03489 homo_lumo_gap_ev=9.1214
C 1.83532 -0.86545 1.91071
C 2.06654 -0.83906 0.36662
N 0.88034 -0.16861 -0.28437
C -1.00955 0.87676 -2.37854
C -0.11422 1.82372 -1.49268
C 1.22057 1.14285 -0.91976
C 1.83103 2.11649 0.08229
O 1.01067 2.17515 1.23505
H 0.92142 -1.37539 2.30951
H 1.68573 0.10190 2.49081
H 2.60256 -1.32837 2.43813
H 3.07446 -0.40817 0.23447
H 1.97334 -1.91920 -0.04830
H 0.01284 0.05838 0.42853
H -1.07910 1.20889 -3.35294
H -0.54958 -0.19285 -2.27893
H -1.95528 1.06867 -1.83205
H 0.03951 2.72334 -2.10996
H -0.62213 2.18971 -0.59389
H 1.89484 0.88197 -1.77852
H 2.79120 1.81054 0.56374
H 1.91107 3.16989 -0.38083
H -2.96859 -2.11666 1.50711
H -3.76342 -0.89933 1.92929
O -3.91070 -1.79162 1.51245
H 0.32541 -1.53057 -1.70766
H -0.03613 -2.90328 -2.24818
O 0.44380 -2.11135 -2.49665
H -0.78830 -1.52729 -0.01041
H -2.09086 -2.40150 0.02625
O -1.28362 -2.17926 -0.58175
H -0.13048 -0.74344 -4.77398
H 0.89491 -0.50296 -3.60835
O 0.72259 -0.28205 -4.53745
H -0.55135 -2.37132 1.94126
H -1.22856 -0.94414 2.05663
O -1.45925 -1.98521 2.16239
H -0.77825 2.94893 2.41569
H -1.71799 1.85156 2.55708
O -1.47866 2.68963 3.04675
H 0.28380 1.42557 1.37933
H -0.26813 0.61910 2.79974
O -0.63784 0.50402 2.02138